# 1
Entry from the OMol25 dataset: C14H17NO6 in the gas phase in a non-equilibrium geometry (ωB97M-V/def2-TZVPD).

XYZ file:
```
38
C14H17NO6 (ωB97M-V/def2-TZVPD)
C -1.91 0.46 -1.75
H 3.67 1.75 0.53
N 1.69 0.12 -1.78
C 2.23 3.18 1.65
H -2.11 1.46 -2.21
C 2.09 -3.45 0.93
H 3.74 0.66 -1.58
C 2.73 1.07 -1.31
H 2.23 0.73 0.89
H -3.04 0.87 2.90
O 3.77 -1.80 1.37
H -1.59 1.24 0.90
O 1.58 2.96 2.63
H -2.09 -0.30 -2.55
H 1.15 -0.93 0.03
C -5.07 -0.68 0.38
C -4.22 -0.50 -0.81
H 2.49 -4.34 0.36
H 2.28 -3.69 2.02
H -5.31 -0.36 2.62
H 1.00 -3.28 0.72
C -3.40 0.50 1.91
C 1.62 -1.12 -0.99
C -2.96 0.20 -0.60
H 3.17 3.79 1.79
H -6.05 -1.21 0.33
H -4.52 -0.87 -1.82
C -2.56 0.69 0.73
O 2.96 -1.61 -0.70
C 0.41 0.73 -1.98
O 1.83 2.72 0.38
O -0.61 0.36 -1.13
C -4.67 -0.21 1.71
O 0.29 1.50 -2.90
C 2.99 -2.22 0.55
H 0.99 -1.92 -1.46
C 2.61 1.51 0.18
H 2.60 2.00 -1.94
```

Spin multiplicity: 1
Highest occupied orbital energy (eV): -9.09
Energy above the lowest of the compared OMol25 structures with the same formula, charge and spin (kJ/mol): 361.4
SMILES: CC(=O)OCN(CCOC=O)C(=O)OCc1ccccc1

# 2
Entry from the OMol25 dataset: a gas-phase ion, C14H17OS (charge +1) in a non-equilibrium geometry (ωB97M-V/def2-TZVPD).

XYZ file:
```
33
C14H17OS (ωB97M-V/def2-TZVPD)
H 0.53 -2.33 1.88
H 2.18 3.41 -0.02
H -2.08 -2.14 -3.47
H 0.65 -0.70 2.66
S -1.27 1.25 2.74
C 1.13 -1.43 -2.65
H -0.06 3.13 3.88
C -0.62 0.83 1.11
H 2.35 1.81 -0.86
C -0.19 2.59 2.93
H 1.90 -1.12 -0.65
C 0.32 2.99 1.71
H 2.14 -1.30 -3.09
O 0.38 2.31 -0.61
H -2.33 -2.03 -1.03
H -1.71 -2.63 1.07
C 0.98 -1.23 -1.28
H -1.85 -1.52 2.48
H 1.77 3.25 -1.79
H 1.69 -1.10 1.27
H 0.17 -1.88 -4.53
C 0.69 -1.27 1.71
C 1.75 2.71 -0.85
C -1.78 -1.56 1.38
H -1.53 0.60 0.41
C 0.08 2.06 0.70
C -1.21 -1.90 -2.84
C 0.02 -1.76 -3.44
C -1.38 -1.72 -1.48
H -2.73 -1.11 1.03
H 0.86 3.90 1.52
C -0.32 -1.27 -0.69
C -0.54 -0.86 0.84
```

Spin multiplicity: 1
Net charge: +1
Highest occupied orbital energy (eV): -12.37

# 3
Entry from the OMol25 dataset: a molecular structure, C14H18AuClMg in a non-equilibrium geometry (ωB97M-V/def2-TZVPD).

XYZ file:
```
35
C14H18AuClMg (ωB97M-V/def2-TZVPD)
H -0.07 4.87 2.64
C -0.18 -1.52 -4.44
H 3.12 1.38 -3.98
C -1.92 2.11 -0.78
C 0.39 1.66 1.71
H -1.62 -1.10 2.13
H 1.46 -0.79 1.84
C 1.58 -0.21 2.77
H -1.29 -1.85 0.47
C -1.81 -1.03 1.04
C 2.88 0.82 -3.06
H 2.11 2.03 5.96
Cl 1.80 -0.90 -1.24
C 0.86 3.34 3.86
H 1.02 4.00 4.72
H -0.66 3.28 0.76
H 2.49 1.47 -2.26
C 1.94 1.40 5.07
H -1.68 3.12 -1.15
H -1.07 -1.34 -3.81
H -0.30 -1.20 -5.48
C 2.34 0.06 5.07
H -2.92 1.83 -1.20
C 2.19 -0.74 3.90
H 0.13 -2.57 -4.31
H 3.70 0.19 -2.68
Au 1.33 -0.47 -3.57
C 1.31 1.99 3.94
H -2.90 -1.00 0.84
H 2.80 -0.38 5.96
C 1.11 1.13 2.78
Mg -0.83 0.65 0.20
C 0.23 3.82 2.71
C -0.06 2.95 1.62
H 2.55 -1.77 3.89
```

Spin multiplicity: 3
Net charge: -2
Highest occupied orbital energy (alpha / beta) (eV): -1.03 / -1.04
Energy above the lowest of the compared OMol25 structures with the same formula, charge and spin (kJ/mol): 0.0

# 4
Entry from the OMol25 dataset: a molecular structure, C14H18BClN8O4RuS2 in a non-equilibrium geometry (ωB97M-V/def2-TZVPD).

XYZ file:
```
49
C14H18BClN8O4RuS2 (ωB97M-V/def2-TZVPD)
H -3.35 -0.40 -1.45
C 3.81 1.74 -2.01
Cl -0.16 -2.50 -2.41
H 2.31 1.83 1.88
C -2.49 -2.38 0.90
C 0.58 -2.67 2.63
O 1.24 -2.56 -2.68
H -3.04 4.97 0.20
H -3.46 3.40 0.90
H -4.11 -3.73 0.97
N -1.42 3.71 0.57
H 3.05 3.42 -0.78
C 3.07 2.38 -1.03
Ru -0.22 -0.87 0.03
H -1.08 5.46 1.76
H 5.09 -0.98 -2.22
C 0.52 3.94 1.57
H -5.16 -2.39 -0.88
H 3.49 -1.47 -2.81
B 1.57 1.64 0.97
C 4.18 -0.64 -2.70
H 0.91 0.61 1.15
C -0.06 -3.70 3.25
C -4.21 -2.17 -0.44
H 4.42 -0.24 -3.68
H 1.58 -2.31 2.77
N 3.56 0.41 -1.89
C -0.66 2.63 0.27
O -0.94 -3.07 -3.41
S 2.09 -1.27 -0.35
C -0.69 4.54 1.37
H 4.47 2.14 -2.75
N -0.29 -2.10 1.73
C -1.44 -2.78 1.80
N -2.25 -1.32 0.14
S -1.11 1.36 -0.78
C -2.81 3.91 0.19
C 2.65 0.24 -0.90
N 0.54 2.78 0.86
O -0.50 -1.06 -2.23
H -2.03 -4.42 2.98
H 1.37 4.27 2.15
H -2.99 3.51 -0.80
N -1.32 -3.75 2.72
C -3.30 -1.18 -0.72
N -3.68 -2.91 0.58
N 2.37 1.44 -0.35
H 0.28 -4.38 4.01
O -0.42 -3.09 -1.11
```

Spin multiplicity: 1
Net charge: +2
Highest occupied orbital energy (alpha / beta) (eV): -13.94 / -13.98
Energy above the lowest of the compared OMol25 structures with the same formula, charge and spin (kJ/mol): 213.1

# 5
Entry from the OMol25 dataset: a molecular structure, C14H18BMgN7O2 in a non-equilibrium geometry (ωB97M-V/def2-TZVPD).

XYZ file:
```
43
C14H18BMgN7O2 (ωB97M-V/def2-TZVPD)
N -0.96 0.09 -2.45
N -0.07 -0.52 2.14
O -1.53 1.23 2.23
N 1.10 -1.03 -0.67
C 0.94 -1.11 2.91
H -0.22 -3.24 0.30
N -1.63 -0.34 -1.28
C -1.22 -2.81 0.27
C 0.76 3.13 -1.58
H 2.03 -2.59 0.41
C 2.59 -0.89 -2.34
C -0.08 0.67 4.20
N 1.43 -0.41 -1.86
H -1.36 0.22 -4.49
H 1.24 3.40 -2.51
H 3.02 -0.52 -3.25
H 2.00 0.05 4.33
H -3.84 -0.82 -3.69
C -0.18 3.03 0.43
C 1.01 -0.39 4.25
H 0.49 4.97 -0.32
H -1.71 -2.96 1.24
C 3.03 -1.89 -1.46
H -1.27 1.46 1.22
C -1.76 -0.04 -3.50
B 0.47 0.69 -2.37
Mg -1.03 -0.74 0.34
C 2.05 -1.94 -0.45
H -0.83 0.52 4.98
C 0.39 3.91 -0.48
H 0.85 -1.11 5.05
H -1.85 -3.24 -0.50
N -0.18 1.77 -0.08
C -0.64 0.46 2.81
H 0.31 1.69 4.30
C -2.88 -0.72 -1.69
H -0.59 3.31 1.40
O 1.63 -2.05 2.57
C -2.98 -0.56 -3.09
H 3.91 -2.49 -1.52
H -3.62 -1.09 -1.00
N 0.38 1.86 -1.34
H 0.79 1.05 -3.46
```

Spin multiplicity: 1
Highest occupied orbital energy (eV): -6.68
Energy above the lowest of the compared OMol25 structures with the same formula, charge and spin (kJ/mol): 349.9

# 6
Entry from the OMol25 dataset: 2 unconnected molecules or ions with the total composition C14H18BrF8N3O4P in a non-equilibrium geometry (ωB97M-V/def2-TZVPD).

XYZ file:
```
49
C14H18BrF8N3O4P (ωB97M-V/def2-TZVPD)
H 2.43 -3.62 6.09
H -4.41 2.97 -2.71
C 0.02 -1.33 2.45
H 2.72 -1.41 2.04
F -1.31 -1.57 2.28
F 4.20 -2.02 5.03
O 2.94 -2.94 3.46
N -5.41 0.89 -3.60
C -3.10 0.62 -1.93
O 0.48 1.01 -0.42
F 1.98 -1.80 6.77
F 0.42 -3.65 2.76
F 2.57 -0.86 4.23
C -0.97 -0.94 -1.48
F 0.16 -0.97 3.74
C -1.48 4.00 -2.00
H -5.47 1.57 -4.38
C 2.04 2.30 -2.76
H 1.64 2.95 -1.91
C -2.02 3.00 -0.87
C 2.04 -2.66 5.73
H -3.11 3.24 -0.55
C 2.37 -2.42 2.25
H 3.20 0.41 -2.53
H -0.10 -1.67 -1.30
C 2.92 -2.11 4.60
H 3.13 2.66 -2.95
F 0.77 -2.87 5.32
N -3.15 -0.75 -2.29
H 2.03 -0.80 -3.68
H 0.28 -0.47 1.83
H -5.58 1.64 -1.19
C 0.84 -2.56 2.08
H 2.82 -3.04 1.47
F 0.61 -2.83 0.76
C 1.69 0.36 -0.90
Br -1.54 3.46 -3.91
H 1.49 2.53 -3.75
H 2.56 0.76 -0.25
H 1.71 -0.77 -0.79
C 2.09 0.72 -2.42
H -1.40 3.10 0.09
N -2.11 -1.54 -2.06
P -4.71 1.61 -2.33
H -4.01 -1.17 -2.71
C -0.69 0.52 -1.02
O 1.38 -0.10 -3.41
C -1.97 1.44 -1.28
O -1.01 5.10 -1.60
```

Spin multiplicity: 1
Net charge: +1
Highest occupied orbital energy (eV): -12.39